1.
ORCA calculation (ωB97M-V with the def2-TZVPD basis set) on a molecular structure, C14H9CaClI3NO5S.

Calculated values
- LUMO energy (eV) = 3.8679
- total charge = -2
- energy (eV) = -92497.9252
- relative energy (zero: lowest compared OMol25 entry of this formula, charge and spin) (eV) = 0.0126
- HOMO-LUMO gap (Ha) = 0.230

Positions of all 35 atoms, in Å:
Ca1 0.56924 -0.73001 1.21090
C1 1.85984 1.48366 2.20052
C2 2.21682 0.40869 3.04085
C3 1.06950 0.02332 3.76675
C4 0.00722 0.86915 3.37760
C5 0.49292 1.76611 2.41046
H1 2.50860 1.99534 1.50176
H2 3.18490 -0.07143 3.07974
H3 1.00849 -0.80403 4.46183
H4 -1.01908 0.80108 3.70974
H5 -0.09276 2.50766 1.88553
O1 1.78113 -3.06913 -1.97819
S1 1.55051 -2.87748 -0.56513
O2 1.95878 -4.17437 0.14532
O3 0.13782 -2.58434 -0.21801
O4 2.35150 -1.76293 0.01546
Cl1 -3.21260 1.76578 -4.61191
C6 -2.72771 1.24897 -3.00464
C7 -3.68592 0.98748 -2.06797
C8 -3.33908 0.56552 -0.78207
I1 -4.84486 0.15715 0.59938
C9 -2.00828 0.38969 -0.35836
O5 -1.65575 -0.01155 0.78174
C10 -1.00593 0.70444 -1.38441
N1 0.28056 0.52718 -1.00490
C11 1.24203 0.69338 -1.87825
C12 0.99476 1.09269 -3.20413
C13 -0.29480 1.30145 -3.60580
C14 -1.35399 1.09886 -2.69483
H6 -4.72992 1.10120 -2.32886
H7 2.24801 0.47665 -1.53707
H8 1.82062 1.20920 -3.89324
H9 -0.52168 1.59970 -4.62094
I2 1.71967 -4.21416 2.33219
I3 1.48945 -4.47492 5.21894

***

2.
ORCA calculation (ωB97M-V with the def2-TZVPD basis set) on a single C14H9O5P molecule at a distorted geometry.

Calculated values
- LUMO energy (eV) = -0.8284
- structure (SMILES) = O=C1c2ccccc2C(=O)c2c1cccc2P(=O)(O)O
- energy (eV) = -34193.2585
- HOMO-LUMO gap (Ha) = 0.332

Positions of all 29 atoms, in Å:
O1 0.00117 -3.43649 -0.01732
C1 0.18581 -2.26100 0.11842
C2 1.52899 -1.63812 0.09859
C3 2.64204 -2.23942 0.67005
C4 3.85170 -1.55894 0.64433
C5 3.96935 -0.30389 0.05747
C6 2.85906 0.29041 -0.53030
C7 1.64494 -0.38293 -0.49696
C8 0.41588 0.22183 -1.08068
O2 0.45333 0.83876 -2.11148
C9 -0.83234 -0.03628 -0.29026
C10 -0.92889 -1.28980 0.32055
C11 -2.01162 -1.61767 1.12968
C12 -2.98153 -0.65306 1.34125
C13 -2.90028 0.59811 0.74423
C14 -1.82932 0.92930 -0.09426
P1 -1.80172 2.59749 -0.78270
O3 -0.77876 3.42881 -0.12390
O4 -3.27045 3.15234 -0.52011
O5 -1.72817 2.55876 -2.35813
H1 2.54159 -3.20885 1.13119
H2 4.72212 -2.00177 1.10761
H3 4.90741 0.22566 0.04039
H4 2.89607 1.25841 -1.00250
H5 -2.07065 -2.58219 1.60476
H6 -3.81815 -0.86875 1.99038
H7 -3.66509 1.33569 0.92302
H8 -3.19436 3.90157 0.08300
H9 -0.80812 2.74200 -2.59633

***

3.
ORCA calculation (ωB97M-V with the def2-TZVPD basis set) on a molecular structure, C15H10BKO2S5.

Calculated values
- LUMO energy (eV) = 4.2540
- total charge = -2
- energy (eV) = -90992.9724
- HOMO-LUMO gap (Ha) = 0.178

Positions of all 34 atoms, in Å:
K1 -0.59662 -0.02982 -1.29680
C1 -1.36094 -1.18960 2.55597
C2 -1.76365 -2.37262 1.94926
C3 -3.00194 -2.43859 1.32571
C4 -3.82458 -1.31956 1.28015
C5 -3.41721 -0.13413 1.87367
C6 -2.19137 -0.07694 2.52623
H1 -0.37228 -1.12155 2.99173
H2 -1.08214 -3.21064 1.90030
H3 -3.30195 -3.34969 0.82185
H4 -4.75956 -1.35000 0.73512
H5 -4.02113 0.75654 1.76959
H6 -1.85853 0.86129 2.95254
S1 -4.36992 6.62281 -3.89047
C7 -3.62571 5.28070 -3.15735
S2 -4.45172 3.97618 -2.45900
C8 -3.11750 2.96388 -1.98730
C9 -1.89011 3.50839 -2.24082
S3 -0.27391 2.86279 -1.93271
S4 -1.95367 5.08711 -2.97072
S5 -3.56884 1.42695 -1.25669
O1 2.16746 -2.33948 0.68210
B1 1.23347 -1.92201 -0.35205
O2 2.07832 -1.12312 -1.26394
C10 3.34754 -1.09747 -0.77291
C11 4.45572 -0.46705 -1.28834
C12 5.65585 -0.61005 -0.58016
C13 5.71317 -1.35687 0.59088
C14 4.57132 -1.98559 1.10210
C15 3.39797 -1.83853 0.39636
H7 4.38732 0.12138 -2.19301
H8 6.54891 -0.12210 -0.95116
H9 6.65295 -1.45041 1.12182
H10 4.59330 -2.56217 2.01806

***

4.
ORCA calculation (ωB97M-V with the def2-TZVPD basis set) on a molecular structure, C15H10BLiN2O11 at a distorted geometry.

Calculated values
- LUMO energy (alpha / beta) (eV) = 2.3369 / 1.2105
- total charge = -1
- expectation value of S² = 0.7572
- energy (eV) = -42108.9711
- multiplicity = 2
- HOMO-LUMO gap (alpha / beta) (Ha) = 0.344 / 0.295

Positions of all 40 atoms, in Å:
Li1 11.08318 7.86926 10.05532
C1 10.78876 8.16558 7.71060
O1 10.90947 8.29158 6.45095
O2 11.71871 7.52554 8.21371
O3 10.09085 8.91686 8.48828
O4 12.34393 5.71706 12.06736
C2 11.42929 5.12708 11.46826
O5 10.66994 5.80635 10.68115
B1 9.59058 4.98125 10.19303
O6 10.02766 3.59867 10.53536
C3 11.05701 3.61648 11.37809
O7 11.63493 2.61094 11.75937
O8 8.31996 5.40697 10.76282
C4 7.50808 5.67271 9.84618
O9 6.37530 6.21223 9.90143
C5 8.22678 5.46994 8.52824
O10 9.47225 5.01817 8.74770
O11 7.81330 5.73145 7.42819
N1 12.77266 9.07648 10.90478
C6 12.68460 10.27932 10.40493
C7 13.23587 11.38180 11.03720
C8 14.06210 11.16378 12.14066
C9 14.25876 9.92055 12.61359
C10 13.58742 8.85998 12.06014
H1 12.23424 10.27555 9.42332
H2 13.09204 12.32579 10.53261
H3 14.52857 12.04430 12.55717
H4 14.86222 9.83360 13.50503
H5 13.64421 7.89043 12.53252
N2 9.93886 8.37376 11.99075
C11 8.66571 8.62451 11.62548
C12 7.54450 8.64363 12.53102
C13 7.88591 8.72345 13.88944
C14 9.25561 8.53353 14.30278
C15 10.22132 8.41252 13.28737
H6 8.58663 8.42070 10.56784
H7 6.56110 8.75757 12.09935
H8 7.16903 8.67231 14.69558
H9 9.56783 8.41814 15.33020
H10 11.24470 8.25375 13.59375

***

5.
ORCA calculation (ωB97M-V with the def2-TZVPD basis set) on a single C15H10FN3O3S molecule at a distorted geometry.

Calculated values
- LUMO energy (eV) = 0.3462
- structure (SMILES) = O=C(NNc1nc2cc3c(cc2s1)OCO3)c1cccc(F)c1
- energy (eV) = -39882.2967
- HOMO-LUMO gap (Ha) = 0.293

Positions of all 33 atoms, in Å:
O1 -3.06668 -2.18957 0.29576
C1 -2.87788 -1.08094 -0.17171
N1 -1.67622 -0.75500 -0.72171
H1 -1.35154 0.18763 -0.88575
N2 -0.63974 -1.68882 -0.64827
C2 0.60022 -1.23378 -0.35819
N3 0.94127 0.00437 -0.43985
C3 2.27643 0.17575 -0.20681
C4 2.93453 1.40974 -0.22265
C5 4.27960 1.37802 0.03474
C6 4.97287 0.18770 0.30063
C7 4.35273 -1.03611 0.32330
C8 2.98630 -1.01402 0.06379
S1 1.89941 -2.37867 0.01853
H2 4.88644 -1.94734 0.52847
O2 6.29431 0.47276 0.51759
C9 6.41825 1.87127 0.38115
O3 5.15720 2.42754 0.08104
H3 7.12566 2.10093 -0.43196
H4 6.79666 2.30133 1.32244
H5 2.40375 2.32219 -0.42688
H6 -0.97543 -2.56433 -0.25100
C10 -3.91318 -0.01821 -0.23352
C11 -4.95634 -0.09443 0.68473
C12 -5.94127 0.87280 0.66036
C13 -5.92811 1.90835 -0.25794
C14 -4.89591 1.96334 -1.17940
C15 -3.89125 1.01168 -1.17120
H7 -3.11003 1.05867 -1.91389
H8 -4.87808 2.75603 -1.91156
H9 -6.71639 2.64412 -0.24832
F1 -6.94501 0.80816 1.55460
H10 -4.98761 -0.90184 1.39923

***

6.
ORCA calculation (ωB97M-V with the def2-TZVPD basis set) on a single C15H10O4 molecule at a distorted geometry.

Calculated values
- LUMO energy (eV) = -0.3078
- structure (SMILES) = O=c1oc2cc3c(cc2c2c1=CCCC=2)OC=CO3
- energy (eV) = -23903.6937
- relative energy (zero: lowest compared OMol25 entry of this formula, charge and spin) (eV) = 0.0000
- HOMO-LUMO gap (Ha) = 0.271

Positions of all 29 atoms, in Å:
O1 -2.56011 3.01879 0.02271
O2 4.08352 1.31526 0.73716
O3 3.61877 -1.34761 -0.12667
O4 -0.53759 2.34928 0.78422
C1 -1.72164 2.12488 0.28930
C2 5.15696 0.44924 0.43322
C3 4.94642 -0.84438 -0.02911
C4 -2.22465 0.79562 0.03480
C5 -1.20283 -0.27934 -0.04898
C6 -3.55736 0.58346 -0.24001
C7 -1.63854 -1.55157 -0.16865
C8 1.75180 1.84613 0.81399
C9 1.26217 -0.80381 -0.19253
C10 2.80416 0.91467 0.49177
C11 2.53352 -0.44304 0.09584
C12 0.40962 1.43804 0.51072
C13 0.17943 0.13054 0.02377
C14 -3.94631 -0.69533 -0.84046
C15 -3.16647 -1.90997 -0.37827
H1 6.08403 0.82890 0.65598
H2 5.80408 -1.62214 -0.14932
H3 -4.17152 1.47647 -0.18414
H4 -1.01610 -2.36449 -0.24846
H5 1.86991 2.81387 1.28118
H6 1.05171 -1.85229 -0.56470
H7 -3.83910 -0.51582 -1.90628
H8 -5.02699 -0.88950 -0.69833
H9 -3.55205 -2.10078 0.62776
H10 -3.39484 -2.86510 -1.02648

***

Which of these has the highest energy?
C15H10O4